ORCA calculation (wB97M-V/def2-TZVPD) on C49H61FFeGe2N as an isolated structure.

Last column: Löwdin spin population.
Cartesian coordinates (Å):
Ge 0.86767 2.48895 -1.60050  0.009
Ge 0.93194 -0.04253 -3.31815  0.010
Fe 0.41427 -0.56892 0.34429  3.641
F -1.43000 0.87844 0.65260  0.022
N -1.46566 -1.80298 0.48846  0.040
C 0.38332 -3.96840 -6.13311  0.000
C 0.87714 -0.99696 2.66400  0.034
C -0.17519 -1.37843 3.64609  0.004
C 3.82535 -3.83902 -3.70316  0.000
C 1.75671 -1.90363 2.03933  0.033
C -4.61936 -0.79287 -1.24343  0.000
C 4.02017 -2.80527 -2.83704  0.000
C 2.22158 1.04801 -4.33652  0.001
C 0.70513 1.57720 2.93081  0.001
C 2.40052 0.22096 1.48687  0.048
C -3.64087 -1.60629 -0.68282  0.002
C -0.58205 -4.24958 -1.14118  0.000
C -4.53070 0.59267 -1.18562  0.001
C -0.08999 3.36540 -3.09581  0.003
C -0.74344 0.05376 -4.35646  0.002
C 3.88098 -1.71049 0.56722  0.004
C 1.91493 -1.76122 -3.50125  0.001
C 3.06285 -1.77157 -2.74651  0.000
C 1.27339 0.31874 2.33724  0.014
C -3.43358 1.15387 -0.53776  0.000
C -2.49615 0.32095 0.01486  0.003
C -3.16663 0.38601 -5.73946  0.000
C -1.57712 -5.54737 0.69409  0.000
C -2.95741 -4.66060 2.40304  0.000
C 2.45542 -4.95591 -5.42225  0.000
C -3.51157 -2.43364 4.22908  0.000
C -1.79848 -3.13166 0.88562  0.003
C -2.70005 -3.36147 1.97531  0.003
C 2.68866 -1.15494 1.29203  0.041
C -4.93782 -2.21561 2.23141  0.000
C -1.96722 0.75718 -6.33371  0.000
C 0.59375 0.57634 -1.51725  0.040
C 1.79357 -3.37771 2.32085  0.004
C -3.16236 -0.15004 -4.45731  0.000
C 0.18049 3.49334 -0.05230  0.000
C 2.75594 3.01094 -1.85548  0.002
C -2.50866 -1.07774 -0.02287  0.005
C -1.30466 -4.27011 0.20100  0.003
C 2.66683 -3.88166 -4.51757  0.000
C -1.96297 -0.30382 -3.77130  0.000
C 1.70214 -2.83896 -4.42449  0.000
C -3.47409 -2.25831 2.69977  0.000
C 0.91049 -3.95001 -1.06970  -0.002
C -0.76883 0.58752 -5.64727  0.001
C 1.34290 -5.00504 -6.20874  0.000
C -1.27679 -3.35328 -2.16736  0.000
C 0.55993 -2.92378 -5.27190  0.000
C 3.24852 1.36399 1.02026  0.004
C -2.37471 -5.75884 1.80043  0.002
H -0.56883 -2.36621 3.41187  0.000
H 1.37505 -4.13884 -2.03941  0.000
H -0.51152 0.51267 -1.46481  0.008
H 2.70766 2.30964 1.08539  0.000
H -1.12638 3.57153 -2.80828  0.000
H -4.09025 -0.44347 -3.98145  0.000
H -0.18669 -2.14402 -5.21882  0.000
H -4.10145 0.51653 -6.27204  0.000
H -1.96470 1.18319 -7.33087  0.000
H 3.19987 1.02170 -3.85152  0.000
H 4.90543 -2.77441 -2.21115  0.000
H 1.32415 1.94235 3.75859  0.001
H 3.56612 1.23881 -0.01582  0.001
H -1.00875 -0.67370 3.63612  0.000
H 0.94177 3.63230 0.71666  0.000
H 3.23240 -0.96688 -2.03388  0.000
H -0.11290 2.76204 -4.00642  0.000
H 1.39727 -4.58161 -0.32915  0.000
H 4.30773 -0.97173 -0.11661  0.000
H -0.67351 2.98017 0.39491  0.000
H -2.54136 -2.67008 4.65370  0.000
H 2.85409 3.61683 -2.76049  0.000
H -3.00386 -1.30356 2.46744  0.000
H -3.87584 -1.51384 4.69440  0.000
H -5.02642 -1.98015 1.17444  0.000
H 3.10477 3.59965 -1.00377  0.000
H -4.20473 -3.23241 4.50916  0.000
H 0.40533 4.31601 -3.31670  0.000
H -1.16903 -6.40123 0.16228  0.000
H -5.49320 -1.45842 2.79459  0.000
H -3.63673 -4.81530 3.23489  0.000
H 0.63129 2.37918 2.19934  0.000
H -0.29873 1.40541 3.32566  0.000
H 4.15360 1.46021 1.63267  0.002
H 2.53023 -3.88341 1.69676  0.000
H -5.46424 -1.25500 -1.74271  0.000
H -0.49801 -4.00360 -6.76316  0.000
H 0.22179 -1.40863 4.66849  0.002
H -5.41090 -3.18630 2.41093  0.000
H -2.35802 -3.51514 -2.16554  0.000
H -5.28669 1.22386 -1.63479  0.000
H -2.57364 -6.76215 2.16002  0.000
H -3.71509 -2.68416 -0.76645  0.000
H 4.67259 -1.99999 1.26819  0.002
H -0.14433 4.48129 -0.39237  0.000
H 1.18968 -5.83436 -6.89011  0.000
H 4.55078 -4.64227 -3.78244  0.000
H 1.91421 2.09280 -4.43830  0.000
H 3.40638 2.13987 -1.95860  0.000
H -0.90242 -3.57392 -3.16544  0.000
H -0.65631 -5.27384 -1.51377  0.000
H -3.30240 2.22690 -0.46009  0.000
H 0.16077 0.87309 -6.13032  0.000
H 2.32949 0.60935 -5.33197  0.000
H 1.10026 -2.91327 -0.81040  -0.001
H 3.62440 -2.59646 -0.01929  0.001
H 2.07503 -3.56005 3.36535  0.002
H 0.82644 -3.86006 2.16115  0.001
H -1.09082 -2.29822 -1.95401  0.000
H -1.99001 -0.71133 -2.76350  0.000
H 3.20344 -5.74047 -5.47814  0.000

Summary:
- Molar mass: 884.097 g/mol
- 2S+1: 5
- Net charge: -1
- LUMO level (spin up / spin down): 2.67 / 2.67 eV
- Frontier orbital gap (spin up / spin down): 0.241 / 0.260 Eh
- Energy relative to the best compared isomer or geometry (same formula, charge and spin): 0.000 eV
- HOMO level (spin up / spin down): -3.9 / -4.4 eV
- <S²>: 6.0145

ORCA calculation (wB97M-V/def2-TZVPD) on C49H61GeLiN3OSi2Te as an isolated structure in a non-equilibrium geometry.

Last column: Löwdin spin population.
Cartesian coordinates (Å):
Te -4.16557 -0.76455 -2.86155  0.001
Ge 3.45047 1.84503 -0.66114  0.000
Si -5.41327 -3.95177 -1.71907  0.000
Si -3.48323 -0.44312 -6.25209  0.000
O -1.28902 -1.09359 2.77888  0.112
N -3.12261 2.45336 2.34021  0.120
N -3.13486 -0.96204 4.24477  -0.080
N -3.26467 0.16070 3.59120  0.179
C 2.70853 -2.81782 -0.58655  0.000
C -0.49300 -4.91035 5.95876  0.064
C 7.33527 1.91292 -2.23262  0.000
C -5.39399 -5.73110 -2.50566  0.000
C 2.47928 -2.37804 -4.21115  0.000
C 3.08611 -0.26839 -3.20001  0.000
C -4.69353 4.62862 3.05211  0.057
C 4.96254 2.37599 -1.72246  0.000
C 3.46989 4.36516 2.32389  0.000
C 3.73667 2.10812 4.36098  0.000
C -2.25458 -3.37600 5.49584  0.039
C 2.79457 -2.27960 -1.88224  0.000
C 7.40163 3.07570 -2.98883  0.000
C 0.32628 -4.22119 5.05304  0.000
C -5.16910 0.31687 -6.10267  0.000
C 3.04745 -0.86097 -1.94017  0.000
C -2.81666 -0.92596 -4.49023  0.000
C -1.47358 -2.71486 4.55220  0.019
C 5.14421 3.59381 -2.40089  0.000
C -3.69874 4.73022 2.11222  0.075
C -3.86766 -3.44438 -0.75283  0.000
C 6.35868 1.64097 5.01703  0.000
C 3.42993 -0.78559 0.44974  0.000
C 6.31333 3.94084 -3.05794  0.000
C 3.47177 2.23700 1.23350  0.000
C 2.77176 -1.03095 -4.35437  0.000
C 5.34331 1.43427 5.97658  0.000
C 5.55670 3.71881 1.28732  0.000
C -4.33432 0.99503 3.84098  0.024
C -4.96269 3.42287 3.64440  0.020
C 6.10074 1.49721 -1.68775  0.000
C 2.49452 -3.01682 -2.98994  0.000
C -4.19031 2.32448 3.23454  0.116
C 3.45423 -0.13479 -0.74031  0.000
C 4.06366 1.69771 5.67733  0.000
C -7.01407 -3.81455 -0.73969  0.000
C 6.04357 2.13882 3.71731  0.000
C -1.79041 -4.45540 6.20375  0.003
C -2.88563 3.67086 1.84294  0.017
C -3.21531 -2.02499 -7.21729  0.000
C 4.32370 3.07136 2.06689  0.000
C -5.18524 -2.63095 -3.17389  0.000
C 2.98849 -2.12243 0.55882  0.000
C -1.89535 -1.54038 3.78179  0.153
C -2.45222 1.08141 -6.76037  0.000
C -5.46710 0.59951 4.67823  0.002
C 1.81504 2.49993 -1.59894  0.000
C 4.69631 2.41864 3.42715  0.000
C -0.15215 -3.14882 4.34396  0.044
Li -2.10118 0.64316 2.05773  0.014
H 6.07107 4.49511 1.90180  0.000
H 2.16278 3.10420 -2.40894  0.000
H -5.18774 1.14761 -5.39394  0.000
H 2.46900 4.17229 2.66496  0.000
H -3.40079 5.67655 1.71593  0.006
H -3.94625 -2.66042 0.05285  0.000
H -3.05676 1.75671 -7.42898  0.000
H 8.22536 3.34452 -3.54296  0.000
H 6.88357 2.36213 3.06614  0.000
H 3.26409 1.59631 6.43568  0.000
H -6.25692 -5.86660 -3.22903  0.000
H 4.29701 4.27650 -2.59210  0.000
H -3.00628 -3.18328 -1.40472  0.000
H 3.47075 0.72431 -3.19820  0.000
H -5.50797 1.14570 5.66741  0.002
H -2.09033 -0.14754 -4.26577  0.000
H -2.09277 3.76297 1.09225  -0.001
H -6.38663 0.78948 4.16017  0.001
H 2.62777 1.75760 1.77333  0.000
H 2.36078 -2.84897 -5.15788  0.000
H 6.32473 2.92605 1.09862  0.000
H -2.19355 -1.84936 -4.43802  0.000
H 3.91108 4.98661 3.18055  0.000
H -1.47622 0.88037 -7.17509  0.000
H 1.34690 -4.50594 4.82102  -0.002
H -5.87259 -0.47424 -5.91845  0.000
H 2.29089 -3.79795 -0.55456  0.000
H -5.34881 5.46830 3.30579  0.004
H 1.34753 3.10468 -0.83803  0.000
H -2.20925 1.63584 -5.85648  0.000
H -7.45064 -4.78579 -0.74963  0.000
H 2.37454 -4.07693 -2.88875  0.000
H -5.75563 3.34321 4.39865  0.001
H -2.14249 -2.19132 -7.04792  0.000
H 0.06158 -5.64643 6.57487  0.005
H -3.62496 -2.94116 -6.77939  0.000
H -3.47711 -4.34228 -0.28644  0.000
H 5.54706 1.03214 7.00019  0.000
H 5.25383 4.14207 0.33504  0.000
H -2.45394 -5.01002 6.89037  -0.001
H 3.83039 -0.17439 1.24713  0.000
H 0.46240 -2.65155 3.60648  0.004
H -6.64985 -3.61516 0.29370  0.000
H 2.64063 -0.48683 -5.23478  0.000
H 7.41658 1.41364 5.32491  0.000
H 3.35490 5.04215 1.46551  0.000
H 2.70340 2.28302 4.09362  0.000
H 6.35906 4.87082 -3.67552  0.000
H -7.76050 -3.10842 -1.01309  0.000
H -6.08488 -2.27060 -3.68635  0.000
H -4.45407 -5.84909 -3.14601  0.000
H 6.01373 0.51491 -1.20674  0.000
H 8.21680 1.26087 -2.12356  0.000
H 1.18951 1.64769 -1.98853  0.000
H -3.27626 -3.02183 5.59665  0.001
H -5.42255 -0.49134 4.93134  0.000
H -3.13516 -1.93490 -8.33404  0.000
H -4.56822 -3.13725 -3.90597  0.000
H -5.37381 0.76279 -7.11345  0.000
H 2.73791 -2.61133 1.53770  0.000
H -5.34131 -6.49617 -1.72279  0.000

Summary:
- Molar mass: 971.370 g/mol
- 2S+1: 2
- Net charge: -2
- LUMO level (spin up / spin down): 3.15 / 3.15 eV
- Frontier orbital gap (spin up / spin down): 0.097 / 0.130 Eh
- HOMO level (spin up / spin down): 0.5 / -0.4 eV
- <S²>: 0.8291